No. 1
# C7H10N6

A cluster of 2 separate species, C7H10N6 in total (ωB97M-V/def2-TZVPD, the Open Molecules 2025 dataset).

Cartesian coordinates (Å):
C1 2.610 0.201 -1.139
C2 2.497 1.176 -0.175
C3 1.687 -0.842 -1.272
C4 1.758 0.883 0.948
C5 0.755 -1.038 -0.215
C6 0.953 -0.226 0.885
C7 -0.564 -1.862 1.224
N1 -0.153 -2.005 0.018
N2 0.049 -0.787 1.804
N3 -1.554 1.701 0.958
N4 -2.149 -0.550 -1.540
N5 -1.613 0.995 -0.071
N6 -2.311 -0.034 -0.302
H1 3.376 0.315 -1.968
H2 3.124 1.989 -0.224
H3 1.688 -1.681 -2.002
H4 1.984 1.417 1.866
H5 -0.238 -0.432 2.727
H6 -1.360 -2.318 1.571
H7 -2.033 1.309 1.697
H8 -1.355 -0.214 -2.148
H9 -2.090 -1.575 -1.360
H10 -1.026 1.334 -0.816

Calculated values
- energy relative to the best compared isomer or geometry (same formula, charge and spin) (kcal per mole) = 116.5
- E_HOMO (eV) = -7.49
- Kohn-Sham gap (eV) = 8.293


No. 2
# C7H10NO2S

The ion C7H10NO2S with charge +1 (ωB97M-V/def2-TZVPD, the Open Molecules 2025 dataset).

Cartesian coordinates (Å):
C1 -2.216 0.381 -0.056
C2 -2.325 -0.194 1.148
C3 -1.185 0.353 -1.115
C4 0.061 0.757 -0.780
C5 3.776 2.251 -1.538
C6 2.627 1.807 -1.110
C7 -1.246 -2.336 1.250
N1 -1.589 -1.180 1.758
O1 -1.562 0.306 -2.385
O2 -0.442 -3.055 1.972
S1 1.318 0.962 -1.929
H1 -3.090 0.893 -0.416
H2 -3.029 0.286 1.925
H3 4.521 2.878 -1.113
H4 4.134 1.748 -2.393
H5 2.356 1.870 -0.020
H6 -1.710 -2.801 0.352
H7 0.352 0.962 0.252
H8 -1.185 -1.147 2.727
H9 -2.374 -0.147 -2.547
H10 0.011 -3.812 1.583

Calculated values
- SMILES = C=CS/C=C(O)/C=C\[NH+]=C\O
- energy relative to the best compared isomer or geometry (same formula, charge and spin) (kcal per mole) = 49.4
- charge = +1
- E_HOMO (spin up / spin down) (eV) = -10.68 / -10.68
- Kohn-Sham gap (spin up / spin down) (eV) = 6.032 / 6.031


No. 3
# C7H10NPS

A cluster of 2 separate species, C7H10NPS in total (ωB97M-V/def2-TZVPD, the Open Molecules 2025 dataset).

Cartesian coordinates (Å):
C1 0.803 0.499 -1.613
C2 -0.031 1.502 -2.157
C3 0.574 0.113 -0.238
C4 -0.405 0.858 0.329
C5 -3.262 0.045 2.106
C6 2.267 -1.875 -0.167
C7 1.452 -0.862 0.607
N1 -3.577 0.286 0.981
P1 -1.344 1.737 -0.916
S1 -2.541 -0.360 3.421
H1 1.695 0.196 -2.022
H2 0.160 2.065 -3.063
H3 1.733 -2.524 -0.807
H4 2.912 -2.304 0.586
H5 2.979 -1.413 -0.841
H6 2.071 -0.223 1.166
H7 0.822 -1.626 1.223
H8 -0.877 0.745 1.370
H9 -4.262 0.052 0.310
H10 -1.170 3.087 -0.275

Calculated values
- SMILES = CCC1=CC=[PH]=C1.N=C=S
- energy relative to the best compared isomer or geometry (same formula, charge and spin) (kcal per mole) = 17.0
- E_HOMO (eV) = -8.50
- Kohn-Sham gap (eV) = 9.114


No. 4
# C7H10O

A cluster of 2 separate species, C7H10O in total (ωB97M-V/def2-TZVPD, the Open Molecules 2025 dataset).

Cartesian coordinates (Å):
C1 -2.509 -0.745 -0.055
C2 -2.555 0.589 0.075
C3 -1.480 1.417 -0.011
C4 -0.272 0.770 -0.123
C5 -0.127 -0.570 -0.149
C6 -1.160 -1.352 -0.105
C7 2.488 -0.255 0.161
H1 -3.399 -1.390 -0.073
H2 -3.663 1.012 0.115
H3 -1.723 2.524 -0.202
H4 0.564 1.458 -0.511
H5 0.816 -1.121 0.031
H6 -1.150 -2.456 -0.043
H7 3.893 1.076 0.347
H8 2.303 -1.231 -0.206
H9 2.422 -0.195 1.319
H10 1.777 0.309 -0.352
O1 3.774 0.158 -0.217

Calculated values
- SMILES = c1ccccc1.CO
- energy relative to the best compared isomer or geometry (same formula, charge and spin) (kcal per mole) = 74.9
- E_HOMO (eV) = -9.32
- Kohn-Sham gap (eV) = 10.006